{
  "formula": "C40H29N6Rb",
  "method": "ωB97M-V/def2-TZVPD",
  "elements": ["Rb", "C", "C", "C", "C", "N", "C", "N", "C", "N", "C", "N", "C", "C", "C", "C", "C", "N", "C", "C", "C", "C", "C", "C", "H", "H", "H", "H", "H", "H", "H", "H", "H", "H", "H", "H", "C", "C", "C", "C", "C", "C", "C", "C", "C", "C", "C", "C", "C", "C", "H", "H", "H", "H", "H", "H", "H", "H", "H", "H", "H", "C", "C", "C", "C", "C", "C", "C", "C", "N", "H", "H", "H", "H", "H", "H"],
  "coordinates": [[-0.14546, -0.17055, -0.54825], [-2.38319, -2.31274, 3.15610], [-2.55619, -1.26347, 4.19327], [-2.60473, 0.01752, 3.83984], [-2.45409, 0.43696, 2.41691], [-2.14026, -0.36799, 1.47485], [-1.96358, -1.78024, 1.76389], [-2.80726, 1.75597, 2.21460], [-2.30867, 2.54576, 1.31576], [-1.22180, 2.44094, 0.50765], [-1.11035, 3.61542, -0.19633], [-0.21124, 4.01665, -1.02124], [0.87439, 3.23279, -1.40198], [2.16135, 3.66204, -1.04264], [3.25608, 2.94806, -1.47543], [3.06230, 1.83066, -2.28169], [1.76367, 1.49763, -2.60395], [0.68057, 2.16600, -2.17916], [-2.23247, 4.53670, 0.16071], [-2.57624, 5.80212, -0.27113], [-3.70729, 6.38791, 0.29087], [-4.45686, 5.71709, 1.25740], [-4.09511, 4.44241, 1.68524], [-2.97355, 3.87316, 1.11569], [-1.71846, -3.10973, 3.49534], [-2.66835, -1.55344, 5.23432], [-2.75795, 0.81468, 4.55562], [-0.95411, -2.07943, 1.45988], [2.25954, 4.53935, -0.41793], [4.25616, 3.23844, -1.18143], [3.89127, 1.21849, -2.60849], [1.56081, 0.62390, -3.21903], [-1.97991, 6.30668, -1.02091], [-4.01378, 7.37902, -0.02366], [-5.33237, 6.19883, 1.67755], [-4.66193, 3.90407, 2.43418], [1.36719, -2.03348, -4.61352], [2.12058, -2.33874, -3.48934], [1.49809, -2.81396, -2.34199], [0.11260, -2.98802, -2.27807], [-0.63294, -2.67029, -3.42048], [-0.01491, -2.20483, -4.56799], [-0.52587, -3.41029, -1.01473], [-1.84251, -3.54765, -0.82908], [-2.46515, -3.86821, 0.39568], [-2.64530, -5.11556, 0.93022], [-3.47215, -5.33577, 2.09820], [-4.00252, -4.34899, 2.84023], [-3.67174, -2.93223, 2.51732], [-3.05154, -2.66506, 1.10872], [1.84512, -1.65123, -5.50758], [3.19405, -2.18831, -3.49238], [2.09112, -3.03857, -1.46257], [-1.70869, -2.78866, -3.36360], [-0.61542, -1.95795, -5.43675], [0.19991, -3.58918, -0.20329], [-2.24267, -5.97650, 0.41004], [-3.67806, -6.36709, 2.37555], [-4.65226, -4.57017, 3.68067], [-4.51884, -2.26637, 2.70247], [-3.67847, -2.10198, 0.41596], [2.63433, -0.93757, 1.01067], [3.79534, -0.44550, 0.47772], [4.41200, 0.77983, 0.94191], [5.56131, 1.26990, 0.40126], [6.23086, 0.61657, -0.66287], [5.66582, -0.59869, -1.12387], [4.52115, -1.10727, -0.58871], [7.42888, 1.13048, -1.20791], [8.41305, 1.55169, -1.65453], [2.23677, -1.89792, 0.70213], [2.16008, -0.44169, 1.85086], [3.92578, 1.32345, 1.74487], [5.97973, 2.19393, 0.78863], [6.16677, -1.13533, -1.92341], [4.12757, -2.04446, -0.96686]],
  "forces_ev_per_angstrom": [[-0.0335, 0.0531, -0.0158], [0.0419, -0.0471, 0.0245], [-0.0206, 0.0965, 0.0022], [0.0095, -0.0526, -0.0470], [-0.0503, -0.0078, 0.0748], [0.0158, -0.0515, -0.0296], [0.0185, -0.0082, -0.0207], [-0.0028, 0.0314, 0.0332], [0.0281, -0.0091, -0.0235], [0.0061, -0.0207, -0.0438], [0.0301, 0.0508, 0.0084], [-0.0192, -0.0327, 0.0178], [-0.0557, 0.0158, 0.0230], [0.0079, -0.0404, -0.0261], [0.0042, 0.0457, 0.0368], [-0.0328, -0.0390, -0.0115], [-0.0315, -0.0150, -0.0017], [0.0502, 0.0134, -0.0139], [-0.0174, -0.0411, 0.0161], [0.0091, -0.0018, -0.0117], [-0.0100, 0.0013, 0.0101], [0.0150, -0.0033, -0.0095], [-0.0146, 0.0123, -0.0020], [0.0064, 0.0140, -0.0092], [-0.0124, -0.0073, -0.0032], [0.0047, -0.0034, -0.0036], [-0.0025, -0.0017, 0.0051], [0.0191, 0.0310, 0.0584], [0.0037, 0.0009, 0.0036], [0.0024, -0.0087, -0.0066], [0.0118, 0.0147, -0.0014], [0.0192, 0.0061, -0.0188], [-0.0037, 0.0049, 0.0019], [0.0031, 0.0005, -0.0014], [-0.0012, -0.0009, 0.0014], [0.0020, -0.0030, -0.0002], [0.0006, 0.0055, -0.0039], [-0.0048, -0.0046, 0.0017], [-0.0018, 0.0037, -0.0070], [0.0090, 0.0418, -0.0054], [-0.0069, -0.0105, 0.0092], [0.0092, 0.0056, -0.0076], [0.0129, -0.0695, 0.0424], [-0.0430, 0.0410, 0.0339], [0.1033, -0.0109, -0.0888], [-0.0518, -0.0158, 0.0626], [0.0473, 0.0332, -0.0468], [-0.0258, -0.0344, 0.0205], [-0.0035, 0.0109, -0.0230], [-0.0312, 0.0266, 0.0138], [-0.0030, 0.0006, -0.0001], [0.0017, -0.0009, 0.0005], [0.0087, 0.0032, 0.0095], [0.0009, -0.0017, -0.0024], [-0.0008, 0.0001, 0.0004], [-0.0176, -0.0054, -0.0049], [0.0003, 0.0010, -0.0126], [-0.0072, -0.0028, -0.0026], [0.0062, 0.0055, 0.0057], [0.0084, 0.0169, -0.0109], [-0.0252, -0.0126, 0.0035], [0.0088, 0.0355, 0.0093], [0.0100, -0.0343, 0.0064], [0.0282, 0.0074, -0.0007], [-0.0095, 0.0145, 0.0271], [-0.0026, -0.0170, -0.0163], [0.0053, 0.0270, 0.0033], [-0.0228, -0.0177, -0.0004], [-0.0020, -0.0071, -0.0042], [0.0012, 0.0042, 0.0018], [0.0072, -0.0201, -0.0113], [-0.0105, -0.0089, -0.0070], [-0.0061, -0.0043, -0.0008], [0.0019, -0.0002, -0.0026], [-0.0018, -0.0012, -0.0013], [0.0064, -0.0016, -0.0074]],
  "lowdin_charge": [0.81, -0.19, -0.05, -0.02, -0.36, 0.05, -0.27, 0.14, -0.33, 0.09, -0.33, 0.15, -0.37, -0.01, -0.07, -0.07, -0.19, 0.05, -0.11, -0.03, -0.11, -0.11, -0.03, -0.11, 0.15, 0.10, 0.09, 0.11, 0.10, 0.10, 0.10, 0.09, 0.10, 0.09, 0.09, 0.10, -0.13, -0.10, -0.07, -0.29, -0.06, -0.10, -0.20, -0.04, -0.27, -0.09, -0.14, -0.11, -0.20, -0.15, 0.09, 0.10, 0.09, 0.10, 0.09, 0.10, 0.08, 0.08, 0.07, 0.14, 0.14, -0.10, -0.36, -0.08, -0.11, -0.31, -0.09, -0.08, -0.28, 0.06, 0.01, 0.03, 0.10, 0.10, 0.10, 0.08],
  "fmax_ev_per_a": 0.14,
  "mol_weight_g_mol": 679.2,
  "e_above_lowest_kcal_mol": 42.3,
  "charge": -2,
  "energy_ha": -1894.272170
}

{
  "formula": "C6H10N",
  "method": "ωB97M-V/def2-TZVPD",
  "elements": ["C", "C", "C", "C", "C", "C", "N", "H", "H", "H", "H", "H", "H", "H", "H", "H", "H"],
  "coordinates": [[1.18484, 0.90594, -2.37875], [1.33657, 0.65541, -1.12255], [0.10131, -1.24120, 1.51192], [-1.14952, -0.42964, 1.91738], [0.03719, 0.96922, -0.19346], [-0.39589, -0.11446, 0.65975], [-1.12288, 0.01924, -0.59881], [1.84279, 0.56934, -3.16804], [0.39673, 1.50749, -2.80285], [2.25009, 0.21080, -0.72180], [0.88344, -0.88052, 2.18104], [-0.07805, -2.26621, 1.35639], [-2.12640, -0.82769, 1.85736], [-1.16601, 0.27506, 2.70138], [0.01147, 2.09303, -0.06002], [-2.23942, 0.22926, -0.68628], [-0.82360, -0.52151, -1.39409]],
  "forces_ev_per_angstrom": [[0.1427, 0.4782, -2.7404], [-1.8547, -0.2506, 2.7226], [-1.1805, 2.2039, 1.1527], [1.1080, 0.5851, -0.6980], [2.8981, 0.8296, -0.9781], [-1.2352, -0.5951, 1.4196], [-2.4866, 0.8765, -1.3595], [0.6023, 0.1098, 0.3024], [-0.6767, -0.1204, 0.2366], [-0.6106, -0.1325, 0.2620], [0.4243, -0.6710, -0.6114], [0.2730, -0.9925, -0.5454], [-0.7639, -0.7858, -0.7168], [0.7383, 0.6323, 0.9479], [-1.1734, -1.5517, 0.1152], [3.6423, -0.2211, 0.8083], [0.1527, -0.3944, -0.3179]],
  "nbo_charge": [-0.35, -0.23, -0.39, -0.39, -0.03, 0.06, -0.54, 0.23, 0.21, 0.25, 0.26, 0.26, 0.23, 0.24, 0.28, 0.47, 0.44],
  "fmax_ev_per_a": 3.74,
  "mol_weight_g_mol": 96.2,
  "e_above_lowest_kcal_mol": 64.3,
  "charge": 1,
  "smiles": "C=C[C@H]1[NH2+]C12CC2",
  "energy_ha": -288.980492
}